The following is a DFT calculation (ωB97M-V/def2-TZVPD) of a 10-piece molecular cluster, C6H33N2O9 overall.

XYZ file:
```
50
Properties=species:S:1:pos:R:3:nbo_charge:R:1
C 2.3314 -1.7080 -2.1583 -0.24
C 2.5931 -1.3895 -0.6299 -0.43
C 1.2473 -1.4276 0.1710 -0.36
C 0.9210 -0.6241 1.1854 0.04
N -0.2472 -0.6303 1.9131 -0.64
C -1.2450 -1.7347 1.8775 -0.23
C -2.6692 -1.3071 2.5387 -0.62
N 1.1937 -0.9037 -2.6066 -0.73
H 2.2820 -2.8436 -2.2081 0.22
H 3.2109 -1.3951 -2.7077 0.23
H 3.1997 -2.0581 -0.0804 0.24
H 3.0422 -0.3126 -0.6708 0.21
H 0.4856 -2.0187 -0.4062 0.15
H 1.6716 0.1128 1.5904 0.22
H -0.7101 0.1578 2.2488 0.41
H -0.9724 -2.5919 2.4870 0.19
H -1.4193 -2.2804 0.9592 0.18
H -3.2336 -2.2397 2.5216 0.22
H -2.5259 -0.7625 3.4770 0.22
H -3.1176 -0.5449 1.9003 0.20
H 0.3858 -1.2084 -1.9930 0.46
H 0.8989 -1.1370 -3.5433 0.43
H 1.3427 0.1579 -2.5351 0.48
H -0.7482 -4.6005 0.1974 0.50
H 0.7046 -4.1620 -0.2945 0.50
O -0.1218 -3.9155 0.1131 -0.94
H -0.6378 3.4549 -0.5220 0.50
H -0.8869 1.8063 -0.4343 0.52
O -0.2507 2.6019 -0.4398 -1.04
H -3.0540 1.2063 -2.2689 0.48
H -2.2243 0.0631 -1.7907 0.46
O -2.1620 0.8557 -2.3734 -0.94
H 1.0612 2.0330 -1.5922 0.52
H 0.4563 2.2336 -3.0933 0.51
O 1.0100 1.7245 -2.5010 -0.98
H 1.1144 2.6406 1.8022 0.49
H 1.9796 2.8919 3.1134 0.51
O 1.1857 2.6029 2.7190 -0.98
H 1.2913 3.1739 0.0120 0.46
H 1.9527 4.2541 -0.6170 0.47
O 2.2002 3.5410 0.0203 -0.96
H -1.7656 0.3674 -0.0236 0.47
H -2.0060 1.5049 1.0511 0.52
O -2.2250 1.2061 0.1372 -0.94
H -0.5098 2.1605 3.0270 0.50
H -1.7871 2.4204 3.7113 0.50
O -1.4314 2.0340 2.8858 -1.00
H -0.6899 -2.9773 -1.1740 0.49
H -1.1990 -3.4684 -2.6291 0.49
O -1.1298 -2.7536 -2.0497 -1.01
```

Properties
Spin multiplicity = 1
HOMO-LUMO gap = 8.4 eV
Charge = +1
Calculated total energy = -28157.291 eV
Max |F| = 3.60 eV/Å

=====

The following is a DFT calculation (ωB97M-V/def2-TZVPD) of C10H21Cl3ErIO3P2 as an isolated structure.

XYZ file:
```
41
Properties=species:S:1:pos:R:3:nbo_charge:R:1
C 0.4772 -0.2726 -2.2518 -0.74
I 2.5816 0.0291 -1.2215 0.32
H 0.9175 -0.8484 -3.0771 0.29
H 0.3055 0.7669 -2.5361 0.23
H -0.5019 -0.7949 -2.0013 0.27
Er -0.0047 0.1025 0.4602 1.41
P 0.1982 2.9137 -0.2255 0.76
C -1.1143 4.0438 0.3206 -0.94
C 1.6600 3.6354 0.6121 -0.92
H 1.7949 4.6648 0.2518 0.26
H 0.8214 4.5545 -1.8992 0.27
H 2.5536 3.0439 0.3806 0.25
H 1.2432 2.8858 -2.4247 0.24
H -1.4609 3.7498 1.3163 0.25
H 1.5188 3.6322 1.6994 0.25
C 0.4841 3.5069 -1.9325 -0.93
H -0.7279 5.0716 0.3432 0.27
H -0.4518 3.4393 -2.5025 0.25
H -1.9571 3.9793 -0.3750 0.25
P 0.4222 -2.7233 -0.5183 0.78
C -0.9775 -3.7318 0.0972 -0.93
C 0.8498 -3.6017 -2.0915 -0.93
H 2.6840 -2.7486 0.3823 0.23
H 2.0037 -4.4202 0.2597 0.26
H 1.4810 -3.3068 1.5918 0.26
C 1.7885 -3.3718 0.5361 -0.93
H 1.7121 -3.1093 -2.5692 0.24
H 1.1016 -4.6565 -1.8763 0.27
H -0.7728 -4.8027 -0.0713 0.26
H -1.8684 -3.4126 -0.4671 0.23
H -0.0023 -3.5740 -2.7918 0.25
H -1.1276 -3.5140 1.1691 0.27
C -2.2838 0.9006 -0.1420 0.48
O -3.1730 1.3767 -0.7152 -0.36
Cl -2.0051 0.1168 5.0923 0.20
C -1.7021 -0.0078 3.3913 -0.16
Cl -3.1674 0.2195 2.4144 0.12
Cl -0.5179 1.3828 2.8389 0.02
C -1.0939 -1.3886 3.0033 0.72
O -1.4284 -2.4061 3.5653 -0.47
O -0.2597 -1.3242 1.9641 -0.88
```

Properties
Spin multiplicity = 4
HOMO-LUMO gap (alpha / beta) = 7.2 / 7.2 eV
Charge = +2
Calculated total energy = -108705.769 eV
Max |F| = 5.60 eV/Å